Density functional theory data (ωB97M-V/def2-TZVPD) for a structure of composition C26H31FeN2O5PS at a distorted geometry.

* HOMO (spin up / spin down): -7.67 / -7.70 eV
* relative energy (zero: lowest compared OMol25 entry of this formula, charge and spin): 24.4 kcal/mol
* LUMO energy (spin up / spin down): 0.3 / 0.3 eV

ORCA input file:
```
! RIJCOSX wB97M-V def2-TZVPD def2/J DEFGRID3
* xyz 0 1
Fe 0.3471 0.4275 0.1588
O 0.2883 -1.7306 0.7987
C 0.0983 -2.1372 2.1605
C -1.0388 -1.3664 2.8119
N -0.7576 0.0440 2.7285
C 0.2423 0.5464 3.6447
C 1.3894 1.2936 2.9429
O 2.3112 1.7175 3.6260
O 1.2965 1.4291 1.6688
C -1.8942 0.9003 2.4915
C -2.4338 0.8006 1.0567
O -3.5926 1.1077 0.8402
O -1.6034 0.3915 0.1487
H -0.5386 -1.8910 0.3170
H 1.0469 -1.9337 2.6578
H -0.0765 -3.2168 2.1901
H -1.1956 -1.7280 3.8408
H -1.9620 -1.5756 2.2617
H 0.6962 -0.2763 4.2014
H -0.1855 1.2118 4.4029
H -1.5779 1.9375 2.6367
H -2.7318 0.7277 3.1800
N 2.3288 0.0540 -0.2491
C 2.8805 0.1399 -1.5677
C 4.1812 0.5758 -1.7769
C 4.6553 0.7268 -3.0718
C 3.8417 0.4347 -4.1566
C 2.5431 -0.0022 -3.9469
C 2.0457 -0.1541 -2.6545
P 0.3009 -0.4666 -2.2568
C 0.0986 -2.2708 -2.1506
C 1.1396 -3.1755 -2.3151
C 0.9239 -4.5348 -2.1186
C -0.3354 -4.9952 -1.7692
C -1.3824 -4.0946 -1.6087
C -1.1679 -2.7390 -1.7911
C -0.5761 -0.0475 -3.7971
C -0.9528 1.2763 -4.0127
C -1.5906 1.6405 -5.1882
C -1.8674 0.6860 -6.1565
C -1.5011 -0.6348 -5.9469
C -0.8568 -1.0005 -4.7746
H 2.2820 -0.9079 0.0766
H 2.8422 0.6106 0.4296
H 4.8105 0.8089 -0.9268
H 5.6651 1.0811 -3.2315
H 4.2165 0.5553 -5.1639
H 1.8979 -0.2099 -4.7912
H 2.1248 -2.8215 -2.5966
H 1.7417 -5.2321 -2.2457
H -0.5039 -6.0534 -1.6204
H -2.3682 -4.4510 -1.3389
H -1.9825 -2.0355 -1.6460
H -0.7597 2.0261 -3.2566
H -1.8824 2.6713 -5.3402
H -2.3748 0.9693 -7.0695
H -1.7159 -1.3859 -6.6961
H -0.5747 -2.0340 -4.6224
C -0.6724 3.5562 0.3886
S 0.2647 2.5958 -0.8033
C 1.8630 3.3915 -0.6130
H -0.2097 3.4510 1.3685
H -1.6902 3.1695 0.3987
H -0.6935 4.6024 0.0866
H 1.7753 4.4530 -0.8365
H 2.5445 2.9407 -1.3311
H 2.2243 3.2281 0.4025
*
```

Population analysis type natural (NBO), resulting atomic charges in e: number 1, Fe, carries 0.973; number 2, O, carries -0.745; number 3, C, carries -0.062; number 4, C, carries -0.233; number 5, N, carries -0.498; number 6, C, carries -0.337; number 7, C, carries 0.778; number 8, O, carries -0.678; number 9, O, carries -0.849; number 10, C, carries -0.331; number 11, C, carries 0.775; number 12, O, carries -0.656; number 13, O, carries -0.836; number 14, H, carries 0.502; number 15, H, carries 0.187; number 16, H, carries 0.182; number 17, H, carries 0.184; number 18, H, carries 0.208; number 19, H, carries 0.211; number 20, H, carries 0.211; number 21, H, carries 0.219; number 22, H, carries 0.198; number 23, N, carries -0.857; number 24, C, carries 0.246; number 25, C, carries -0.257; number 26, C, carries -0.181; number 27, C, carries -0.222; number 28, C, carries -0.167; number 29, C, carries -0.403; number 30, P, carries 0.932; number 31, C, carries -0.359; number 32, C, carries -0.154; number 33, C, carries -0.216; number 34, C, carries -0.207; number 35, C, carries -0.202; number 36, C, carries -0.241; number 37, C, carries -0.365; number 38, C, carries -0.134; number 39, C, carries -0.210; number 40, C, carries -0.197; number 41, C, carries -0.213; number 42, C, carries -0.196; number 43, H, carries 0.402; number 44, H, carries 0.425; number 45, H, carries 0.223; number 46, H, carries 0.221; number 47, H, carries 0.222; number 48, H, carries 0.229; number 49, H, carries 0.212; number 50, H, carries 0.218; number 51, H, carries 0.219; number 52, H, carries 0.222; number 53, H, carries 0.243; number 54, H, carries 0.225; number 55, H, carries 0.217; number 56, H, carries 0.217; number 57, H, carries 0.217; number 58, H, carries 0.221; number 59, C, carries -0.748; number 60, S, carries 0.345; number 61, C, carries -0.758; number 62, H, carries 0.238; number 63, H, carries 0.254; number 64, H, carries 0.224; number 65, H, carries 0.226; number 66, H, carries 0.227; number 67, H, carries 0.256

***

Density functional theory data (ωB97M-V/def2-TZVPD) for a structure of composition C26H31IN8O4PS2TeW.

* HOMO (spin up / spin down): -15.43 / -15.43 eV
* relative energy (zero: lowest compared OMol25 entry of this formula, charge and spin): 79.5 kcal/mol
* LUMO energy (spin up / spin down): -11.3 / -11.3 eV

ORCA input file:
```
! RIJCOSX wB97M-V def2-TZVPD def2/J DEFGRID3
* xyz 3 1
W 0.6841 -0.4711 0.4330
C -0.0128 2.4571 -2.1146
C -0.4396 1.8912 -0.8190
N -0.7390 0.5365 -0.7333
N -1.9643 0.3820 -0.1025
C -2.2232 -0.6612 0.6236
S -1.0342 -1.8727 1.1417
S -3.8026 -0.8844 1.2432
C -4.6819 0.6046 0.6598
C -4.8694 0.6603 -0.8336
C -4.4209 1.7674 -1.5460
C -4.6458 1.8630 -2.9110
C -5.3132 0.8431 -3.5769
C -5.7605 -0.2648 -2.8707
C -5.5454 -0.3531 -1.5025
C -0.6444 2.6829 0.3336
C -0.9408 4.0641 0.2934
C -1.1399 4.7579 1.4633
C -1.0177 4.1023 2.6933
C -0.6701 2.7569 2.7798
C -0.4667 2.0681 1.6045
O -0.0356 0.7844 1.6621
H 0.3310 1.6989 -2.8131
H 0.7083 3.2658 -2.0138
H -0.9279 2.8783 -2.5587
H -4.1606 1.4798 1.0452
H -5.6329 0.5175 1.1892
H -3.9193 2.5732 -1.0194
H -4.3277 2.7432 -3.4556
H -5.5098 0.9228 -4.6376
H -6.3000 -1.0517 -3.3806
H -5.9196 -1.2135 -0.9587
H -1.0715 4.5603 -0.6599
H -1.3982 5.8071 1.4374
H -1.1796 4.6583 3.6081
H -0.5319 2.2684 3.7337
I -1.0620 -0.8957 -5.4066
C -0.6359 -1.9673 -3.6952
C -0.9710 -3.3050 -3.5544
C -0.6299 -3.9424 -2.3716
C -0.0306 -3.2257 -1.3605
N 0.2768 -1.9141 -1.4687
C -0.0061 -1.3272 -2.6418
H -1.4852 -3.8394 -4.3425
H -0.8379 -4.9925 -2.2216
H 0.2030 -3.7192 -0.4299
H 0.2814 -0.3010 -2.7562
C 5.8851 -2.2936 2.8639
C 5.4029 -0.8853 3.0564
O 3.9302 -0.8636 3.3349
P 2.7174 -1.0092 2.4241
O 2.3559 0.2209 1.5458
Te 2.4980 -2.5256 0.5463
O 1.4640 -1.2157 3.3275
C 1.3919 -2.1359 4.4934
C 1.5712 -3.5761 4.0978
H 6.9500 -2.2583 2.6295
H 5.3876 -2.7945 2.0321
H 5.7612 -2.8842 3.7699
H 5.5711 -0.2303 2.2040
H 5.8100 -0.4195 3.9479
H 0.4060 -1.9344 4.9013
H 2.1451 -1.7932 5.1999
H 0.8300 -3.8919 3.3633
H 1.4382 -4.1892 4.9899
H 2.5736 -3.7818 3.7156
N 4.1430 0.7789 -3.6884
N 3.4584 0.8618 -2.5360
N 3.6371 1.8727 -1.7046
C 2.7509 1.6014 -0.7638
N 2.0728 0.4812 -1.0493
N 2.5568 0.0056 -2.1997
H 4.9341 1.4046 -3.7186
H 4.1717 -0.1471 -4.0855
H 2.6064 2.2085 0.1138
*
```

Population analysis type Mulliken, resulting atomic charges in e: number 1, W, carries 0.099; number 2, C, carries -2.033; number 3, C, carries 0.934; number 4, N, carries 0.369; number 5, N, carries -0.405; number 6, C, carries 0.559; number 7, S, carries -0.406; number 8, S, carries 0.028; number 9, C, carries -1.025; number 10, C, carries 0.647; number 11, C, carries -0.116; number 12, C, carries -0.743; number 13, C, carries -0.557; number 14, C, carries -0.703; number 15, C, carries -0.335; number 16, C, carries 1.163; number 17, C, carries -1.096; number 18, C, carries -0.929; number 19, C, carries -0.630; number 20, C, carries -0.652; number 21, C, carries 0.615; number 22, O, carries -0.006; number 23, H, carries 0.296; number 24, H, carries 0.380; number 25, H, carries 0.540; number 26, H, carries 0.379; number 27, H, carries 0.480; number 28, H, carries 0.428; number 29, H, carries 0.452; number 30, H, carries 0.462; number 31, H, carries 0.452; number 32, H, carries 0.408; number 33, H, carries 0.528; number 34, H, carries 0.496; number 35, H, carries 0.506; number 36, H, carries 0.596; number 37, I, carries 0.177; number 38, C, carries -0.796; number 39, C, carries -0.127; number 40, C, carries -1.228; number 41, C, carries -0.025; number 42, N, carries 0.411; number 43, C, carries 0.524; number 44, H, carries 0.490; number 45, H, carries 0.498; number 46, H, carries 0.551; number 47, H, carries -0.326; number 48, C, carries -0.945; number 49, C, carries -0.219; number 50, O, carries -0.425; number 51, P, carries 1.494; number 52, O, carries -0.655; number 53, Te, carries 0.194; number 54, O, carries -0.212; number 55, C, carries -0.300; number 56, C, carries -0.998; number 57, H, carries 0.403; number 58, H, carries 0.210; number 59, H, carries 0.304; number 60, H, carries 0.302; number 61, H, carries 0.312; number 62, H, carries 0.366; number 63, H, carries 0.344; number 64, H, carries 0.230; number 65, H, carries 0.432; number 66, H, carries 0.303; number 67, N, carries -0.573; number 68, N, carries 1.102; number 69, N, carries -0.929; number 70, C, carries -0.653; number 71, N, carries 1.084; number 72, N, carries -0.790; number 73, H, carries 0.320; number 74, H, carries 0.282; number 75, H, carries 0.694

***

Density functional theory data (ωB97M-V/def2-TZVPD) for a structure of composition C26H31N2O3PtS2.

* expectation value of S²: 6.044
* HOMO (spin up / spin down): -16.46 / -16.45 eV
* LUMO energy (spin up / spin down): -9.0 / -11.6 eV

ORCA input file:
```
! RIJCOSX wB97M-V def2-TZVPD def2/J DEFGRID3
* xyz 3 5
Pt 0.6727 -0.8518 -0.8724
C 1.9945 -3.0070 0.8305
C 2.8187 -3.2144 -0.4242
N 2.2476 -2.4076 -1.5301
C 3.2396 -1.7040 -2.3717
C 3.8914 -0.5364 -1.6508
S 2.6551 0.6521 -1.0277
C 2.9014 0.6371 0.7718
C 2.9092 -0.7521 1.3807
N 1.7312 -1.5618 0.9861
H 1.0308 -3.5095 0.7373
H 2.5047 -3.4165 1.7049
H 3.8548 -2.9164 -0.2737
H 2.8322 -4.2712 -0.6900
H 1.6624 -2.9843 -2.1286
H 4.0179 -2.3954 -2.7052
H 2.7186 -1.3435 -3.2545
H 4.5265 -0.8366 -0.8199
H 4.5141 0.0148 -2.3550
H 3.8352 1.1583 0.9872
H 2.0749 1.2415 1.1502
H 3.8138 -1.2902 1.1074
H 2.9302 -0.6437 2.4667
H 0.9807 -1.4046 1.6558
C 0.0424 -1.5132 -5.3753
C -0.2540 -0.9367 -4.0285
O 0.3787 -1.3843 -3.0569
C -1.2682 0.1126 -3.8782
C -1.9608 0.5718 -4.9672
C -2.9700 1.5608 -4.8506
C -3.3124 2.0852 -3.5985
C -2.6587 1.6427 -2.4834
C -1.5944 0.6616 -2.5762
O -1.0259 0.3458 -1.4961
H 0.7920 -2.2935 -5.2858
H 0.4101 -0.7312 -6.0444
H -0.8585 -1.9382 -5.8219
H -1.7489 0.1727 -5.9501
H -3.4828 1.9010 -5.7406
H -4.0922 2.8307 -3.5188
H -2.8995 2.0076 -1.4942
O -0.2015 -0.0378 1.0440
S -1.3925 0.9260 1.2970
C -2.4047 0.0513 2.4781
C -2.2342 -1.3092 2.6737
C -3.0527 -1.9562 3.5910
C -4.0236 -1.2430 4.2782
C -4.1870 0.1188 4.0559
C -3.3778 0.7799 3.1462
C -0.7132 2.2052 2.3113
C -1.0019 3.5206 1.9847
C -0.4912 4.5325 2.7888
C 0.3030 4.2146 3.8806
C 0.5855 2.8854 4.1929
C 0.0726 1.8666 3.4097
H -1.4880 -1.8586 2.1156
H -2.9337 -3.0169 3.7664
H -4.6625 -1.7526 4.9866
H -4.9452 0.6695 4.5956
H -3.5013 1.8432 2.9770
H -1.6214 3.7610 1.1289
H -0.7131 5.5657 2.5595
H 0.7021 5.0060 4.5008
H 1.1845 2.6483 5.0620
H 0.2428 0.8274 3.6676
*
```

Population analysis type natural (NBO), resulting atomic charges in e: number 1, Pt, carries 1.374; number 2, C, carries -0.247; number 3, C, carries -0.261; number 4, N, carries -0.580; number 5, C, carries -0.248; number 6, C, carries -0.563; number 7, S, carries 0.456; number 8, C, carries -0.550; number 9, C, carries -0.261; number 10, N, carries -0.584; number 11, H, carries 0.231; number 12, H, carries 0.250; number 13, H, carries 0.218; number 14, H, carries 0.261; number 15, H, carries 0.431; number 16, H, carries 0.252; number 17, H, carries 0.237; number 18, H, carries 0.246; number 19, H, carries 0.289; number 20, H, carries 0.281; number 21, H, carries 0.273; number 22, H, carries 0.219; number 23, H, carries 0.259; number 24, H, carries 0.449; number 25, C, carries -0.727; number 26, C, carries 0.662; number 27, O, carries -0.651; number 28, C, carries -0.261; number 29, C, carries -0.064; number 30, C, carries -0.043; number 31, C, carries -0.199; number 32, C, carries -0.090; number 33, C, carries 0.468; number 34, O, carries -0.609; number 35, H, carries 0.260; number 36, H, carries 0.274; number 37, H, carries 0.279; number 38, H, carries 0.254; number 39, H, carries 0.264; number 40, H, carries 0.271; number 41, H, carries 0.241; number 42, O, carries -1.017; number 43, S, carries 1.257; number 44, C, carries -0.186; number 45, C, carries -0.254; number 46, C, carries -0.173; number 47, C, carries -0.162; number 48, C, carries -0.168; number 49, C, carries -0.236; number 50, C, carries -0.320; number 51, C, carries -0.184; number 52, C, carries -0.190; number 53, C, carries -0.144; number 54, C, carries -0.204; number 55, C, carries -0.159; number 56, H, carries 0.207; number 57, H, carries 0.239; number 58, H, carries 0.250; number 59, H, carries 0.250; number 60, H, carries 0.237; number 61, H, carries 0.230; number 62, H, carries 0.250; number 63, H, carries 0.251; number 64, H, carries 0.245; number 65, H, carries 0.219